Model one:
Formula: C5H10N2
Source: the OMol25 dataset
Level of theory: the ωB97M-V functional and the def2-TZVPD basis

Geometry (Å):
C1 -1.943 -0.192 0.485
C2 -2.271 0.143 -0.946
N1 -0.322 0.274 0.967
C3 0.513 -0.526 0.357
C4 2.110 0.264 0.782
C5 2.950 0.594 -0.193
N2 0.491 -1.616 -0.264
H1 -0.208 1.271 0.842
H2 1.409 -1.929 -0.578
H3 -2.534 0.388 1.194
H4 -2.047 -1.252 0.717
H5 2.336 0.392 1.836
H6 -3.330 -0.055 -1.157
H7 -2.091 1.200 -1.165
H8 -1.685 -0.458 -1.648
H9 3.932 1.019 0.015
H10 2.689 0.483 -1.244

* LUMO energy: 1.036 eV
* SMILES: [H]/N=C(\C=C)NCC
* molar mass: 98.15 g mol⁻¹
* HOMO energy: -8.90 eV
* total charge: 0
* Kohn-Sham gap: 0.3653 Eh


Model two:
Formula: C5H10N2
Source: the OMol25 dataset
Level of theory: the ωB97M-V functional and the def2-TZVPD basis

Geometry (Å):
C1 1.933 -0.641 0.267
C2 1.409 0.667 -0.286
N1 0.521 0.696 -1.447
C3 -0.015 1.031 -0.120
C4 -0.943 0.141 0.664
C5 -2.342 -0.085 0.239
N2 -1.367 -1.177 0.201
H1 2.858 -0.950 -0.233
H2 1.200 -1.450 0.174
H3 2.161 -0.535 1.334
H4 2.144 1.469 -0.294
H5 0.290 -0.250 -1.730
H6 -0.249 2.092 -0.025
H7 -0.742 0.166 1.736
H8 -3.124 -0.194 0.986
H9 -2.661 0.354 -0.705
H10 -1.074 -1.333 -0.761

* LUMO energy: 1.198 eV
* SMILES: C[C@H]1N[C@H]1[C@H]1CN1
* molar mass: 98.15 g mol⁻¹
* HOMO energy: -9.31 eV
* total charge: 0
* Kohn-Sham gap: 0.3862 Eh


model two has the most favorable energy; the next structure is 0.0225 hartree above.


Model one:
Formula: C2H9NO4
Source: the OMol25 dataset
Level of theory: the ωB97M-V functional and the def2-TZVPD basis

Geometry (Å):
O1 -0.830 0.885 0.277
C1 -0.191 0.408 -0.678
O2 -0.266 -0.853 -1.171
C2 0.810 1.351 -1.348
N1 0.333 2.527 -2.100
H1 -0.286 -1.466 -0.344
H2 1.404 0.928 -2.108
H3 1.236 1.782 -0.469
H4 -0.637 2.908 -1.815
H5 1.030 3.256 -2.127
H6 1.465 -0.783 3.087
H7 0.023 -0.337 3.263
O3 0.584 -0.837 2.639
H8 -0.667 -3.344 2.082
H9 -0.420 -1.931 1.547
O4 -0.637 -2.852 1.223

* LUMO energy: 0.234 eV
* SMILES: NCC(=O)O.O.O
* molar mass: 111.10 g mol⁻¹
* HOMO energy: -9.09 eV
* total charge: 0
* Kohn-Sham gap: 0.3428 Eh


Model two:
Formula: C2H9NO4
Source: the OMol25 dataset
Level of theory: the ωB97M-V functional and the def2-TZVPD basis

Geometry (Å):
O1 -0.965 1.951 1.809
C1 -0.481 1.561 0.794
N1 -0.474 0.239 0.387
C2 -0.764 -0.804 1.317
O2 0.248 -1.794 1.455
H1 0.234 2.241 0.193
H2 0.114 -0.145 -0.374
H3 -1.168 -0.503 2.245
H4 -1.517 -1.320 0.845
H5 -0.090 -2.585 1.992
H6 -1.689 0.139 -5.937
H7 -0.676 0.822 -6.591
O3 -1.115 -0.017 -6.633
H8 2.949 0.565 3.396
H9 2.456 -0.587 2.596
O4 2.939 0.235 2.507

* LUMO energy: 0.477 eV
* SMILES: O=CNCO.O.O
* molar mass: 111.10 g mol⁻¹
* HOMO energy: -9.97 eV
* total charge: 0
* Kohn-Sham gap: 0.3841 Eh


model one has the most favorable energy; the next structure is 0.0090 hartree above.


Model one:
Formula: C2H9NO4
Source: the OMol25 dataset
Level of theory: the ωB97M-V functional and the def2-TZVPD basis

Geometry (Å):
O1 0.979 -2.436 1.783
C1 0.073 -2.165 0.917
N1 -0.229 -0.951 0.400
C2 0.704 0.157 -0.078
O2 -0.170 1.031 -0.787
H1 -0.554 -2.912 0.685
H2 -1.173 -0.739 0.041
H3 1.446 -0.393 -0.753
H4 1.177 0.689 0.700
H5 0.118 1.980 -0.647
H6 -4.622 4.630 -1.006
H7 -3.131 4.571 -1.146
O3 -3.905 4.019 -0.945
H8 2.984 -3.050 -0.194
H9 2.988 -2.262 0.983
O4 3.314 -2.169 0.047

* LUMO energy: 0.433 eV
* SMILES: O=CNCO.O.O
* molar mass: 111.10 g mol⁻¹
* HOMO energy: -9.88 eV
* total charge: 0
* Kohn-Sham gap: 0.3789 Eh


Model two:
Formula: C2H9NO4
Source: the OMol25 dataset
Level of theory: the ωB97M-V functional and the def2-TZVPD basis

Geometry (Å):
C1 0.226 -0.044 -2.098
N1 -0.106 0.028 -0.697
C2 -0.012 1.203 0.061
O1 1.202 1.806 -0.058
O2 -0.926 1.703 0.653
H1 0.100 0.918 -2.592
H2 -0.444 -0.749 -2.588
H3 1.255 -0.433 -2.234
H4 -0.667 -0.711 -0.291
H5 1.675 1.286 -0.703
H6 -2.879 -0.869 1.736
H7 -1.833 0.022 1.154
O3 -2.039 -0.915 1.252
H8 1.764 -1.533 1.568
H9 1.503 -0.424 2.567
O4 1.181 -1.290 2.270

* LUMO energy: 0.422 eV
* SMILES: CNC(=O)O.O.O
* molar mass: 111.10 g mol⁻¹
* HOMO energy: -9.72 eV
* total charge: 0
* Kohn-Sham gap: 0.3726 Eh


model two has the most favorable energy; the next structure is 0.0475 hartree above.


Model one:
Formula: C2H9NO4
Source: the OMol25 dataset
Level of theory: the ωB97M-V functional and the def2-TZVPD basis

Geometry (Å):
O1 1.960 3.346 0.022
C1 2.407 2.365 -0.540
N1 1.788 1.148 -0.356
C2 0.473 1.142 0.314
O2 0.603 0.894 1.699
H1 3.229 2.381 -1.256
H2 2.286 0.287 -0.482
H3 -0.007 2.107 0.150
H4 -0.099 0.360 -0.266
H5 1.285 1.423 2.132
H6 -3.328 -1.649 0.260
H7 -3.849 -0.294 -0.046
O3 -3.018 -0.785 -0.036
H8 -2.367 -5.756 -1.832
H9 -3.475 -6.088 -0.883
O4 -2.508 -6.156 -0.967

* LUMO energy: 0.500 eV
* SMILES: O=CNCO.O.O
* molar mass: 111.10 g mol⁻¹
* HOMO energy: -9.89 eV
* total charge: 0
* Kohn-Sham gap: 0.3818 Eh


Model two:
Formula: C2H9NO4
Source: the OMol25 dataset
Level of theory: the ωB97M-V functional and the def2-TZVPD basis

Geometry (Å):
O1 -0.687 2.406 -1.231
C1 0.434 1.779 -1.312
N1 0.821 0.650 -0.723
C2 0.013 -0.187 0.285
O2 0.709 -0.729 1.285
H1 1.290 2.239 -1.994
H2 1.492 0.160 -1.285
H3 -0.474 -0.946 -0.258
H4 -0.772 0.440 0.611
H5 1.156 -1.526 0.973
H6 2.421 -0.907 2.902
H7 3.067 -2.206 3.495
O3 2.597 -1.896 2.714
H8 -4.195 -0.092 -2.495
H9 -3.976 0.914 -1.405
O4 -3.897 -0.098 -1.564

* LUMO energy: 0.474 eV
* SMILES: O=CNCO.O.O
* molar mass: 111.10 g mol⁻¹
* HOMO energy: -9.68 eV
* total charge: 0
* Kohn-Sham gap: 0.3733 Eh


Model three:
Formula: C2H9NO4
Source: the OMol25 dataset
Level of theory: the ωB97M-V functional and the def2-TZVPD basis

Geometry (Å):
H1 0.214 -0.136 1.290
O1 0.120 1.275 1.344
O2 0.476 -1.072 0.798
H2 0.522 1.280 2.223
H3 0.790 1.746 0.764
C1 -0.152 -1.706 -0.153
O3 0.257 -2.815 -0.462
C2 -1.495 -1.255 -0.617
H4 -1.800 -1.918 -1.422
H5 -2.324 -1.549 0.057
N1 -1.765 0.152 -0.930
H6 -1.000 0.717 -0.603
H7 -1.954 0.285 -1.906
O4 2.410 1.722 0.117
H8 3.326 1.532 0.366
H9 2.374 1.741 -0.867

* LUMO energy: -0.009 eV
* SMILES: NCC(=O)O.O.O
* molar mass: 111.10 g mol⁻¹
* HOMO energy: -8.81 eV
* total charge: 0
* Kohn-Sham gap: 0.3233 Eh


Model four:
Formula: C2H9NO4
Source: the OMol25 dataset
Level of theory: the ωB97M-V functional and the def2-TZVPD basis

Geometry (Å):
O1 0.045 1.700 0.863
C1 -0.743 1.636 -0.092
N1 -1.311 0.442 -0.411
C2 -1.070 -0.822 0.274
O2 0.240 -1.310 0.277
H1 -1.183 2.459 -0.655
H2 -1.811 0.377 -1.283
H3 -1.462 -0.646 1.290
H4 -1.782 -1.614 -0.071
H5 0.817 -0.719 0.839
H6 0.232 -1.640 -1.633
H7 0.546 -1.689 -3.088
O3 0.221 -1.067 -2.423
H8 1.729 0.793 1.736
H9 2.791 -0.086 1.088
O4 2.071 -0.115 1.737

* LUMO energy: 0.723 eV
* SMILES: O=CNCO.O.O
* molar mass: 111.10 g mol⁻¹
* HOMO energy: -10.11 eV
* total charge: 0
* Kohn-Sham gap: 0.3983 Eh


model four has the most favorable energy; the next structure is 0.0230 hartree above.